[1]
The following is a quantum chemistry calculation of C18H41N2O2P3Y as an isolated structure at a distorted geometry, from the Open Molecules 2025 dataset.

XYZ file:
```
67
C18H41N2O2P3Y (the ωB97M-V functional and the def2-TZVPD basis)
H 0.275 2.342 3.443
H -0.899 1.993 -0.227
C 2.749 2.856 1.394
C 2.668 -2.115 -0.757
H 0.168 3.290 -2.361
H 3.125 -2.603 -1.631
C -2.678 -2.492 -4.531
C -0.628 -4.821 1.120
C -0.104 3.811 -1.428
C 1.235 1.818 3.564
H -2.493 2.258 -2.653
C -2.887 2.686 -1.717
N -2.508 0.028 3.809
H -1.041 3.929 1.540
H 1.407 0.248 -3.474
H -2.679 3.077 1.494
H -0.124 -4.519 3.172
H 4.137 0.520 -0.461
H 0.789 -1.387 -3.141
H -2.691 -0.118 4.798
H -2.419 4.608 0.509
H 2.009 3.619 1.110
P 1.870 1.321 1.914
C 3.521 0.570 -1.368
Y -0.396 0.087 0.158
H -2.933 -2.893 -5.528
C -2.960 -0.793 -2.822
H 2.534 -1.150 -3.493
H 1.929 2.491 4.096
H 4.116 0.244 -2.235
H -0.647 4.757 -1.624
H 2.838 -0.594 3.049
H 1.846 -2.748 -0.387
H -0.318 -2.324 3.479
H -3.527 1.925 -1.236
H 1.063 0.932 4.188
H 0.744 3.925 -0.734
H 3.375 3.277 2.197
H -1.330 -4.149 -4.016
C 0.184 -4.477 2.130
N -1.013 -1.717 3.911
H 3.756 -0.225 1.580
C -1.799 -3.222 -3.718
H -1.265 -1.814 4.892
H 1.220 -4.133 1.917
C -1.948 3.707 0.958
O -1.236 -0.507 1.986
H -0.280 -4.833 0.066
H 3.383 2.667 0.518
H -2.914 0.814 3.320
C 3.255 0.226 2.446
H -1.720 -4.922 1.262
H -3.918 -0.726 -4.781
H 3.411 -2.017 0.046
H 3.226 1.615 -1.525
C -1.583 -0.727 3.207
H -0.843 -3.268 -1.754
H -3.365 3.690 -1.807
O -1.512 -1.274 -0.880
H 4.010 0.748 3.055
C 1.648 -0.715 -3.005
C -2.060 -1.567 -2.045
P 2.018 -0.468 -1.233
C -1.515 -2.794 -2.451
C -3.243 -1.273 -4.100
P -1.588 3.173 -0.697
H -3.443 0.129 -2.508
```

Kohn-Sham gap = 5.42 eV
max |F| = 6.24 eV/Å
E_HOMO = -15.2 eV
total charge = +3

[2]
The following is a quantum chemistry calculation of a 6-piece molecular cluster, C27H61Cl2O8PSSi overall at a distorted geometry, from the Open Molecules 2025 dataset.

XYZ file:
```
101
C27H61Cl2O8PSSi (the ωB97M-V functional and the def2-TZVPD basis)
H -3.030 0.347 -1.815
H 6.804 -5.351 -3.092
C -3.696 4.286 -1.066
H -7.863 7.196 1.111
P -1.985 3.879 -0.388
H 10.689 -3.951 0.376
H 9.032 -6.510 -3.160
H -6.528 -4.467 2.205
H -2.574 3.769 2.092
C -1.857 0.970 2.477
C -2.695 5.887 1.480
H -0.015 0.531 1.355
C -0.790 1.361 1.424
H -6.047 6.134 3.013
H 10.956 -0.541 -0.652
H 6.529 -2.567 1.438
H 7.528 -3.942 -3.896
H -6.898 1.454 -0.102
C -6.822 0.645 0.690
Cl 2.046 -0.391 -1.980
O -7.022 6.785 1.345
H 5.554 -2.767 -0.009
C -7.109 7.953 3.449
H -2.890 -0.410 -0.172
H 8.194 -5.444 -5.908
H 11.059 -3.822 -2.524
H -5.333 -3.795 0.206
H 11.555 -1.697 0.557
H -0.818 1.294 -2.599
H 11.662 -2.152 -2.552
H 8.063 -4.394 -2.284
C 7.734 -4.798 -3.245
H 9.828 -4.207 -4.613
H -6.222 -6.049 0.168
H -4.907 -0.397 1.407
C -0.234 1.345 -1.620
H -3.403 0.522 4.127
H 6.468 0.587 -1.482
C -4.486 1.108 -0.214
C 6.487 -2.338 0.371
H -7.986 -6.180 0.011
H 9.888 -1.147 0.631
C -3.070 0.582 -0.706
C -7.256 -4.145 0.189
O 5.429 -0.224 0.827
H -5.479 -0.940 -0.237
H -7.079 7.846 4.535
H -8.040 8.458 3.173
H -3.672 5.333 -1.482
H 9.165 -6.878 -5.616
Si -1.595 1.709 -0.275
C -5.386 -0.040 0.451
C -1.965 4.469 1.430
C -8.143 5.680 3.167
H 7.442 -0.422 0.572
C -2.572 0.852 3.460
S -6.928 1.483 2.318
H 7.288 -0.935 -1.883
H -8.291 -4.604 2.040
H -0.923 4.469 1.860
O -5.640 2.094 2.717
H -2.596 6.464 0.515
C -7.003 6.600 2.760
H 0.546 2.152 -1.682
H -8.123 -3.690 -0.295
H -0.200 2.272 1.769
H -3.777 5.694 1.746
H -8.143 5.505 4.246
H 7.468 -6.846 -5.096
H -5.059 1.404 -1.157
C -7.409 -4.058 1.700
H -6.993 -5.635 -1.355
Cl -7.472 0.160 3.806
O -0.295 -0.981 -0.857
H -4.111 3.516 -1.772
O -6.107 -3.401 -0.216
H -8.058 4.718 2.657
H -4.403 4.330 -0.172
C 8.378 -6.250 -5.191
O 10.013 -4.937 -4.008
H -9.110 6.107 2.882
H -4.447 2.044 0.416
H -7.674 -0.092 0.576
H 9.377 -2.294 -1.517
C -7.113 -5.588 -0.270
H 4.612 -0.582 0.456
C 0.330 -0.098 -1.376
C 6.451 -0.495 -1.335
H -2.249 6.467 2.336
O -7.881 2.604 2.161
O 9.910 -3.694 -0.132
C 10.266 -2.577 -0.946
C 6.524 -0.835 0.146
H -6.290 8.606 3.139
H -7.499 -3.016 2.017
C 8.810 -5.689 -3.845
H 12.264 -3.314 -1.351
C 11.377 -2.983 -1.901
H 5.517 -0.861 -1.773
H 7.325 -2.832 -0.126
C 10.693 -1.419 -0.057
```

Kohn-Sham gap = 7.44 eV
max |F| = 5.98 eV/Å
E_HOMO = -8.0 eV
structure (SMILES) = C#CC[Si@](CCCCS(=O)(=O)Cl)(CC(=O)Cl)P(C)CC.CC(C)O.CC(C)O.CC(C)O.CC(C)O.CC(C)O
total charge = 0

[3]
The following is a quantum chemistry calculation of a 2-piece molecular cluster, CH7NS overall at a distorted geometry, from the Open Molecules 2025 dataset.

XYZ file:
```
10
CH7NS (the ωB97M-V functional and the def2-TZVPD basis)
H -2.048 0.034 -1.114
C -0.986 0.056 -0.853
H 0.766 1.124 3.045
N -0.184 -0.899 -1.657
H -0.509 1.029 -0.927
H -0.958 -0.198 0.213
H 0.493 -1.225 -0.976
H -0.576 -1.737 -2.046
H 2.585 1.243 2.266
S 1.418 0.573 2.049
```

Kohn-Sham gap = 9.90 eV
max |F| = 1.48 eV/Å
E_HOMO = -9.1 eV
structure (SMILES) = CN.S
total charge = 0

[4]
The following is a quantum chemistry calculation of a 2-piece molecular cluster, CH5BrN2O overall at a distorted geometry, from the Open Molecules 2025 dataset.

XYZ file:
```
10
CH5BrN2O (the ωB97M-V functional and the def2-TZVPD basis)
N 0.253 0.678 -0.449
H -1.833 -1.224 0.700
Br 3.262 0.193 -0.125
O -1.737 -0.739 -0.070
H 0.263 0.334 -1.355
H 1.578 -1.237 -0.485
H -1.685 1.261 0.056
C -0.987 0.462 0.219
H -0.737 0.798 1.327
N 1.624 -0.526 0.182
```

Kohn-Sham gap (alpha / beta) = 9.30 / 9.30 eV
max |F| = 4.59 eV/Å
E_HOMO (alpha / beta) = -9.4 / -9.4 eV
total charge = 0

[5]
The following is a quantum chemistry calculation of a 5-piece molecular cluster, C20H33BIN4O9 overall, from the Open Molecules 2025 dataset.

XYZ file:
```
68
C20H33BIN4O9 (the ωB97M-V functional and the def2-TZVPD basis)
H 3.240 -1.488 1.323
C -0.051 0.472 1.514
H -7.282 -0.087 1.837
O -4.316 -6.478 -1.337
H 4.496 1.485 -4.930
H -1.898 1.541 1.815
C -2.021 -5.962 -1.221
C 3.930 0.669 -5.379
C 2.518 1.140 -5.712
H 4.527 6.987 3.020
H 2.435 5.943 1.556
C 4.390 3.862 3.286
C 3.639 -0.955 2.183
C -6.442 -0.084 1.139
H 2.739 0.778 3.150
N -1.928 -0.521 2.051
H 4.427 -0.509 -3.573
O 1.869 -0.299 -2.664
C -5.177 0.033 1.950
O -4.694 1.288 1.888
H -3.481 -5.855 0.427
H -5.027 2.862 0.591
H 3.283 -1.458 3.077
O 4.735 5.081 3.749
H -5.862 0.973 -0.651
H -3.680 -4.596 -0.808
H -6.449 -1.020 0.587
H 2.151 0.232 -0.878
H -1.737 -7.075 -3.109
H 4.719 -1.063 2.150
C -6.408 1.173 0.271
B 2.330 0.875 0.992
H 3.474 -1.388 -4.778
O 1.770 0.969 -4.487
H -1.314 -5.139 -1.127
N 0.871 1.364 1.211
H -6.236 2.661 1.871
H -7.389 1.557 0.006
C 3.376 5.498 1.873
H -2.925 -0.630 2.299
N 0.205 -0.853 1.612
H 3.482 3.350 1.399
C -5.615 2.136 1.145
H 3.113 6.342 3.874
C -0.944 -1.410 1.946
H 4.103 5.638 1.072
O 4.887 2.853 3.688
C -2.380 -6.324 -2.659
N -1.359 0.692 1.775
O 2.731 0.747 -0.286
H -1.601 -6.832 -0.715
C 3.232 0.546 2.208
H 0.603 2.331 1.122
C 3.911 6.104 3.168
H 2.452 2.186 -5.999
H 2.044 0.529 -6.482
H 4.137 1.151 2.156
O -4.609 -0.820 2.592
C 3.293 4.016 2.237
H 4.474 0.319 -6.253
C 3.656 -0.408 -4.332
I -1.210 -3.402 2.274
H -2.409 -5.450 -3.313
C -3.797 -6.859 -2.538
O -4.424 -7.497 -3.324
C -3.394 -5.638 -0.636
C 2.364 0.059 -3.701
H 2.344 3.755 2.712
```

Kohn-Sham gap = 9.26 eV
max |F| = 0.77 eV/Å
E_HOMO = -11.8 eV
total charge = +1

[6]
The following is a quantum chemistry calculation of C5H12O2 as an isolated structure, from the Open Molecules 2025 dataset.

XYZ file:
```
19
C5H12O2 (the ωB97M-V functional and the def2-TZVPD basis)
H -0.451 -0.727 -0.490
H 1.936 -0.770 0.086
H 0.046 -1.227 3.087
H -1.414 1.778 -1.161
C 0.811 -0.480 2.820
H -0.982 1.330 -3.604
H -2.140 0.142 -2.933
H -0.452 -0.324 -3.183
C 1.241 -0.948 0.916
O 1.916 -1.126 2.165
H -0.651 0.321 1.332
H 1.091 0.102 3.699
C -0.825 0.905 -1.465
C 0.412 0.212 1.528
O -1.226 -0.175 -0.636
H 0.235 1.168 -1.313
H 0.911 1.170 1.357
C -1.109 0.506 -2.897
H 0.652 -1.857 0.692
```

Kohn-Sham gap = 10.74 eV
max |F| = 0.44 eV/Å
E_HOMO = -9.8 eV
total charge = 0

[7]
The following is a quantum chemistry calculation of C6H5CeN2O5S as an isolated structure at a distorted geometry, from the Open Molecules 2025 dataset.

XYZ file:
```
20
C6H5CeN2O5S (the ωB97M-V functional and the def2-TZVPD basis)
N -0.501 2.684 0.495
O -0.811 -4.730 -0.943
H -2.016 -1.191 -2.375
H -0.947 2.405 -0.372
C -0.721 2.026 1.609
H -0.279 3.687 0.523
C 0.569 -1.220 -2.043
C 1.647 -3.049 0.197
Ce -0.309 -1.394 0.282
O 1.276 -1.101 -2.979
C -1.174 -0.506 -2.107
N -0.136 2.517 2.750
O -1.208 0.719 -2.301
O 2.704 0.654 -0.312
H 0.305 3.432 2.800
H -0.301 1.937 3.579
S -1.625 0.507 1.685
O 2.468 -3.854 0.148
C -0.710 -3.607 -0.629
C 1.770 0.083 -0.008
```

multiplicity = 2
Kohn-Sham gap (alpha / beta) = 5.87 / 5.93 eV
expectation value of S² = 0.75
max |F| = 8.95 eV/Å
E_HOMO (alpha / beta) = -15.5 / -15.4 eV
total charge = +2

[8]
The following is a quantum chemistry calculation of a 2-piece molecular cluster, C4H15N2O overall at a distorted geometry, from the Open Molecules 2025 dataset.

XYZ file:
```
22
C4H15N2O (the ωB97M-V functional and the def2-TZVPD basis)
H -1.954 -1.951 -2.566
N 1.625 1.188 -0.267
C 0.710 0.018 -0.407
O -2.326 -1.975 -1.694
N -1.130 -1.276 0.638
H 0.169 0.087 -1.376
H -0.959 0.733 0.806
C 0.562 -0.140 2.080
H -0.050 -0.564 2.923
C 1.193 2.545 -0.838
H 2.036 3.244 -0.557
H 1.339 -0.877 1.893
H -3.197 -2.359 -1.991
H 0.991 2.646 -1.970
H 2.375 0.790 -0.891
H 1.360 -0.893 -0.444
H -1.623 -1.620 1.573
H -0.410 -1.992 0.331
H 0.273 2.718 -0.305
C -0.259 -0.019 0.757
H -1.669 -1.146 -0.188
H 0.943 0.845 2.492
```

multiplicity = 2
Kohn-Sham gap (alpha / beta) = 12.63 / 6.82 eV
expectation value of S² = 0.75
max |F| = 6.32 eV/Å
E_HOMO (alpha / beta) = -19.4 / -19.4 eV
total charge = +2

Across the entries above, energy takes the values -2031.91058; -3616.55022; -495.20350; -2799.71050; -2000.53624; -348.10902; -1589.96580; -345.40134 hartree, respectively.